# C33H77F6NO32P5S6

10 unconnected molecules or ions with the total composition C33H77F6NO32P5S6 in a non-equilibrium geometry (the ωB97M-V functional and the def2-TZVPD basis, the Open Molecules 2025 dataset).

The geometry in XYZ format:
```
160
Properties=species:S:1:pos:R:3:forces:R:3
H 0.31198 7.02461 5.66769 0.2 0.0 0.1
H -1.18619 6.31296 -1.98976 -0.4 0.7 0.3
H 1.58266 -2.43760 3.45134 -0.6 -0.4 -0.6
H 2.35256 4.67207 2.79758 0.2 -0.1 0.0
C 1.32940 3.19543 -0.08892 -1.9 -0.4 0.0
O -0.49210 1.90507 1.40550 1.2 0.7 -2.0
H 1.59016 -4.40096 -5.05581 0.4 -0.8 -0.2
C 2.64014 5.65208 3.17834 -2.0 -1.4 -0.7
C 2.14839 -4.01683 5.80590 -0.4 -0.8 -1.0
P 2.82903 -0.14895 -6.36419 -1.0 -0.6 0.9
C -3.96104 0.70397 -3.91524 -0.3 1.1 -0.7
H 2.97447 -4.33367 5.16927 0.4 1.0 -0.3
H 0.12736 0.82263 3.91667 0.9 0.0 -0.5
P -0.60879 1.07324 7.10184 2.2 1.2 0.4
H 2.64502 6.03489 6.58165 -0.2 -0.2 0.0
H 0.90379 -2.38751 6.45009 -0.8 -0.2 -0.4
H 6.14038 -2.29858 3.79136 0.1 0.2 0.0
H -2.75083 -1.36646 8.15660 0.0 0.3 0.0
O 7.68255 -2.29409 1.42951 0.4 0.4 0.4
C 0.10751 -2.03661 -1.15165 1.0 1.2 2.0
O -3.33906 6.52747 -2.07818 -1.1 1.3 0.3
O -3.84343 -3.97837 0.68822 -1.7 1.2 0.3
O -2.86475 7.96829 -4.16039 -0.4 -0.2 1.0
H -1.20221 8.93806 -4.96870 -0.4 0.2 0.1
C 0.82181 -4.72099 -4.35201 1.0 -0.3 -1.1
C -2.15943 5.82349 -1.95354 1.6 -3.0 -0.6
H -1.28791 -2.06633 7.50219 0.4 0.2 0.4
C 0.71745 0.79607 4.83274 0.8 1.3 -0.7
O 3.22200 0.05792 -4.72690 0.9 -2.2 -4.6
H -2.35318 1.45177 -6.27321 -0.9 0.2 0.2
H 1.57488 1.19676 -4.41187 -0.2 0.1 -0.3
H 4.17088 -1.77420 0.86395 0.0 0.7 -0.4
O 1.35862 -0.91367 -6.28438 1.2 1.2 0.5
O 1.17209 -7.24527 -5.57091 -1.4 1.4 1.6
H -6.60551 8.65955 -1.81895 -0.3 -0.3 0.2
C -2.26704 0.54798 -5.67002 1.8 0.2 0.2
O -0.17813 0.30069 5.76732 -0.4 -1.2 2.4
H -1.20206 0.37224 -5.82180 0.2 -0.5 0.0
H -4.98284 -1.00181 -1.23873 0.3 0.2 -0.1
F -0.32829 -1.61721 -2.34543 -0.6 -1.0 0.3
C 0.76336 -2.66777 4.13242 0.0 -1.2 1.8
H -3.48302 -3.80362 3.34003 0.0 0.0 0.0
H -1.97004 -6.48915 -5.18282 -0.2 0.1 -0.3
F 1.41443 -2.40885 -1.34754 -1.2 0.1 0.3
H -3.25212 -0.60892 -7.26891 -0.9 0.6 0.2
H -5.49610 7.44920 -1.07373 -0.5 -0.2 0.2
H -2.67289 -1.62633 -6.08026 0.4 0.1 0.8
C -1.87712 -1.15017 7.54183 -0.6 -1.0 -0.5
H 4.04114 6.27205 4.64163 0.0 0.1 0.1
H 4.10083 -2.63709 -0.60276 0.5 -0.6 -0.1
H 1.23358 -2.12430 -7.91169 -0.3 -0.3 0.0
C -7.11550 -3.59854 2.81267 0.1 -0.9 -0.2
H 1.67626 0.27764 4.82997 -0.4 -0.8 -0.4
O -1.89387 1.77304 6.61156 -1.8 1.3 -0.4
H -2.76216 -2.22464 3.31550 0.1 0.0 -0.4
S 0.24757 -6.46959 -4.70005 0.5 -0.2 0.1
H -1.97718 3.87690 6.64930 0.1 -0.3 0.1
O 2.85320 1.02550 -7.27826 0.2 -1.3 1.4
H 9.30800 -5.03276 1.27847 0.0 1.1 -0.2
O 0.55797 -1.20919 1.33805 -1.6 1.7 -3.0
S 0.84474 6.37835 3.39755 0.5 0.0 -0.2
H -2.34779 -4.32984 -5.09591 -0.1 0.6 -0.4
F -0.55101 -3.04411 -0.53264 0.5 0.8 -1.9
H -6.55971 6.94863 -2.47044 -0.6 0.0 0.9
O -0.25095 5.37665 3.42436 2.3 1.3 0.2
C -1.44391 8.09059 -4.32723 0.4 0.4 -0.1
H -2.16692 5.06640 -1.16941 -0.3 0.9 1.0
H 1.53994 4.87267 5.75610 0.2 -0.2 0.3
H 1.30465 -4.77089 -3.37607 -0.5 0.3 0.2
H 5.52870 -2.15510 -7.13734 0.3 0.0 0.3
O -5.70732 -2.06924 0.25621 -0.4 -3.8 2.4
O -1.17290 -0.04689 8.08913 0.9 0.6 -0.6
C 4.81376 -2.26358 0.13231 -1.1 0.2 1.4
H 0.80600 -0.48027 -8.26846 0.3 0.3 0.2
H 3.74054 4.55477 4.69933 -0.1 0.0 -0.1
C 3.26101 5.51895 4.53054 -0.4 0.6 1.4
H -3.78179 -2.63481 4.57641 -1.7 0.5 -0.1
H -6.84750 -2.68854 3.34949 0.3 0.3 -0.9
H -2.13304 5.07006 -2.74078 0.1 0.3 -0.9
S -4.58521 -0.55516 -5.07298 0.9 1.2 -2.6
O -4.79893 -1.86333 -4.52379 -0.2 0.2 0.5
H 0.40892 -5.09627 6.30868 -0.7 0.3 -0.4
H -1.82671 1.54784 -3.68882 -0.5 0.2 -0.1
C -6.01645 7.75682 -1.98077 -0.1 -0.3 0.1
P -3.46744 8.00168 -2.64703 -1.2 1.0 -1.0
F 0.77823 4.40554 -0.29075 0.7 -0.3 0.0
N 0.75633 0.52880 -0.50328 -0.5 4.6 -0.2
O 6.61549 -4.12853 3.02465 1.2 -0.9 -2.8
H 5.31085 -3.65474 4.47625 -0.1 -0.2 0.0
H -0.84244 -3.73090 -3.64049 -0.3 0.3 0.0
C -1.18077 -5.91704 -5.67051 0.4 -1.4 0.2
F 1.85721 3.13704 1.10913 1.3 0.5 0.3
O 7.25816 -4.82786 0.62428 0.6 2.3 1.9
H -2.16779 -1.00582 6.50127 -0.2 0.4 0.1
C -3.09446 -0.62721 -6.19053 0.0 0.0 1.0
H 5.49962 -1.54178 -0.31120 0.5 -0.5 0.3
H -0.11823 -2.04773 3.96982 0.3 0.1 0.1
P 6.82583 -3.45804 1.56935 -1.2 -3.5 -2.8
H 8.70652 -6.23197 0.33634 -0.4 -0.2 -0.4
H -2.07365 -0.18391 -3.69607 0.5 0.0 0.2
H -0.82030 3.22545 5.45899 0.3 -0.2 0.5
H -1.01594 7.23421 -4.84835 -0.4 -0.3 0.3
H 3.26786 6.09595 2.40566 -0.5 0.6 0.1
C 8.66725 -5.14477 0.40383 -1.1 -1.4 0.4
H 2.37986 0.70022 -3.01782 0.5 -0.1 0.2
C 2.15757 5.76391 5.64513 0.5 -0.5 -0.7
C 1.07428 -5.00784 5.44986 -0.6 -1.5 0.8
O -6.20867 -4.12082 1.79588 1.2 1.8 -0.5
H 5.62406 -0.94304 -5.83156 -0.7 -0.2 0.4
H -1.02906 -6.28244 -6.68617 0.0 0.0 0.1
O -1.55907 -0.37467 0.19287 2.4 -0.3 -0.6
C -5.07520 -0.93291 -0.15483 0.6 2.3 -1.2
H -4.10840 -0.70606 0.29454 0.1 -0.3 0.1
O 0.77244 -4.92410 2.71398 -0.8 -0.1 2.0
O -5.57735 0.13802 -5.87041 -0.6 -0.5 0.5
H -0.93555 8.25831 -3.37774 0.0 -0.1 0.0
H 2.21373 -1.88194 5.52240 0.1 0.1 -0.1
C 5.13568 -1.20729 -6.76951 2.2 -0.5 -1.3
H -8.08571 -3.55526 2.31777 -0.1 0.2 0.4
H -4.34071 1.65436 -4.29036 -0.2 -0.1 -0.6
H -4.60069 0.62791 -3.03595 1.1 -0.6 0.8
H 3.03223 2.02818 -4.01889 0.6 -0.2 -0.1
C 0.71263 -1.25593 -7.50838 0.7 0.0 -1.4
H -0.36332 -1.42818 -7.48073 0.1 -0.2 1.1
O 0.37903 2.06780 7.64040 -1.1 -2.0 -0.4
H -2.46355 3.10906 5.11800 -0.4 -0.3 0.3
H -5.75959 -0.11368 0.06553 0.1 0.3 0.0
F 2.18141 2.89985 -1.04488 0.4 0.3 0.0
P -4.97968 -3.17042 1.20143 -0.1 -0.8 1.7
S -0.06803 1.98492 0.00063 -2.7 -1.8 -0.8
H 2.48578 -4.23181 6.81983 -0.2 0.5 0.1
C -2.42598 0.75164 -4.13046 -1.0 -2.0 -0.1
O 0.70595 7.48789 2.45644 0.1 -0.7 1.1
O 3.76185 -1.40304 -6.80726 -2.0 1.5 1.4
C -3.70175 -2.74712 3.49516 2.3 -1.1 -0.6
C 2.58466 1.03444 -4.03491 -2.6 1.9 1.6
O -5.08025 8.06813 -2.96415 3.9 0.6 -1.2
C 1.44921 -2.65850 5.54611 1.3 0.7 0.0
C -0.35357 -3.78497 -4.61320 -0.6 -0.5 2.1
H -0.13888 -2.74604 -4.86349 0.6 -0.3 -0.2
S -0.09040 -0.57811 0.10366 -1.2 -5.6 4.2
C -1.77352 3.05730 5.96019 -0.2 0.2 -0.8
C 6.27678 -3.34055 4.08085 -1.5 1.9 1.9
O -1.28076 -4.58706 4.23771 3.0 0.3 -0.4
H 1.85933 7.78000 5.06196 -0.3 0.3 0.0
O -1.09911 2.40830 -0.97982 2.3 -0.4 1.4
H -7.11643 -4.32114 3.62873 -0.2 -0.4 -0.3
O -2.93348 9.10355 -1.82035 -0.2 -1.0 -0.4
O -4.65600 -2.30019 2.55231 -0.8 0.4 -0.7
S 0.18953 -4.44566 3.97810 -1.3 1.1 -1.4
H 1.40475 -6.03519 5.29682 0.2 0.1 -0.4
H -1.38406 -4.01659 -6.56434 0.1 0.3 0.1
C -1.36320 -4.42471 -5.55384 -0.8 -0.3 -0.2
H 9.00652 -4.78571 -0.56780 0.2 0.6 0.5
H 1.08084 1.78737 5.10362 -0.5 0.5 0.0
H 6.96282 -3.34220 4.92787 0.5 -0.3 -0.3
H 5.46477 -0.46759 -7.49933 -0.2 0.3 -0.1
C 1.26705 6.87083 5.16539 -0.5 0.2 -1.5
O -0.25756 -7.05496 -3.43655 1.0 0.9 -2.0
O 5.33953 -3.34044 0.96949 1.2 0.2 0.1
```
Forces are in eV/Å.

**HOMO energy**: -7.32 eV
**E_tot**: -8461.35550 a.u.
**Charge**: -1